[1]
Density functional theory data (ωB97M-V/def2-TZVPD) for a 2-piece molecular cluster, C12H12 overall.

Each line ends with the natural charge from an NBO analysis.
Positions of all 24 atoms, in Å:
C 0.4911 0.9149 -1.6340  -0.2132
C 0.1312 -0.3679 -1.7855  -0.1956
C -1.1925 -0.8356 -1.5117  -0.2289
C -2.1650 0.0958 -1.2459  -0.2066
C -1.8221 1.5270 -1.1598  -0.2303
C -0.5085 1.8653 -1.2917  -0.2138
C 2.1163 -0.1749 1.1157  -0.2122
C 1.7716 -1.5447 1.0273  -0.2317
C 0.4797 -1.9284 1.4301  -0.2117
C -0.4866 -0.8574 1.7289  -0.1966
C -0.0813 0.4740 1.8915  -0.2169
C 1.2175 0.7969 1.5899  -0.2241
H 1.4783 1.1281 -1.8780  0.2132
H 0.9167 -1.1172 -2.0521  0.2123
H -1.6412 -1.8436 -1.7276  0.2224
H -3.2437 -0.1653 -1.2412  0.2095
H -2.6429 2.1740 -0.8194  0.2181
H -0.1035 2.8903 -1.1266  0.2112
H 3.1867 0.1809 0.8463  0.2120
H 2.6026 -2.2407 0.7630  0.2190
H 0.1615 -2.9322 1.4979  0.2129
H -1.5225 -1.1705 1.9257  0.2145
H -0.7494 1.2950 2.1945  0.2211
H 1.6059 1.8362 1.4627  0.2155

Forces on the atoms, in the same order (eV/Å):
C -2.39 0.50 0.12
C -0.25 -3.42 0.18
C -0.90 0.07 -1.13
C -0.22 2.39 -0.41
C -1.04 -2.65 0.85
C 1.69 1.34 0.01
C 1.19 0.24 -0.03
C 0.40 0.46 0.87
C -0.47 3.61 -0.25
C 1.23 -1.72 0.51
C -0.84 -0.38 -0.21
C 2.15 0.33 -1.55
H 1.56 0.98 -0.03
H -0.81 0.66 0.16
H 1.40 0.72 0.39
H 0.91 0.02 0.30
H 0.72 0.11 -0.46
H -0.84 -0.63 -0.19
H -1.99 -0.80 0.37
H -1.10 0.33 0.18
H -0.27 -0.94 -0.18
H 0.54 0.29 -0.03
H 0.04 -0.74 -0.22
H -0.71 -0.77 0.75

Computed properties:
Strongest force on any atom, eV Å⁻¹: 3.6
HOMO-LUMO gap, Eh: 0.35499
Energy above the lowest of the compared OMol25 structures with the same formula, charge and spin, kcal per mole: 36.8
Lowest unoccupied orbital energy, Eh: 0.0376
SMILES: c1ccccc1.c1ccccc1
Net charge: 0


[2]
Density functional theory data (ωB97M-V/def2-TZVPD) for one molecule with the formula C12H12Br6.

Each line ends with the natural charge from an NBO analysis.
Positions of all 30 atoms, in Å:
Br -0.3134 1.5732 -3.8602  -0.0025
Br -2.5119 -1.3227 -2.8346  -0.0091
Br -0.1571 3.7872 -1.3382  -0.0080
Br -0.2786 -4.1169 0.5384  -0.0208
Br 2.5774 1.9843 2.6857  0.0161
Br -1.8394 -0.2441 3.7525  0.0281
C 0.2866 0.0817 -1.4076  0.0489
C -0.2707 -1.0925 -0.8619  -0.0354
C 0.6280 1.1268 -0.5476  -0.0540
C -0.4354 -1.1976 0.5528  -0.0587
C 0.4740 1.0740 0.8796  -0.0320
C -0.0239 -0.1394 1.4218  0.0729
C 0.6070 0.1037 -2.8959  -0.4671
C -1.0598 -2.1169 -1.7284  -0.4634
C 1.2373 2.4084 -1.0089  -0.4310
C -1.2313 -2.4226 1.0740  -0.4382
C 0.8512 2.2432 1.7977  -0.4931
C -0.1532 -0.3977 2.9073  -0.5263
H 0.2785 -0.7887 -3.4138  0.2352
H 1.7248 0.2603 -3.1219  0.2398
H -1.5916 -2.8946 -1.1231  0.2525
H -0.3081 -2.5478 -2.4299  0.2320
H 1.8514 2.2116 -1.8674  0.2280
H 1.9136 2.8687 -0.3475  0.2273
H -1.3934 -2.3965 2.1509  0.2423
H -2.2550 -2.4719 0.6511  0.2373
H 0.7212 3.2000 1.2864  0.2512
H 0.0401 2.3451 2.5763  0.2415
H 0.3619 0.3336 3.5034  0.2451
H 0.2695 -1.4519 3.0091  0.2415

Forces on the atoms, in the same order (eV/Å):
Br 0.27 -0.61 -0.08
Br 0.58 -0.12 0.46
Br 0.61 -0.19 0.26
Br -0.39 0.57 0.90
Br -0.42 0.30 -0.39
Br -1.39 -0.15 0.07
C 0.41 -0.67 -0.19
C -2.14 0.25 1.02
C 0.46 0.92 2.01
C -0.43 0.21 -0.71
C -0.25 -1.48 -0.50
C -0.70 -0.21 -0.61
C 1.12 0.93 -0.18
C 1.06 0.01 -0.02
C -0.62 -0.45 -1.33
C 0.39 0.62 -0.27
C -2.23 -0.46 0.22
C 1.80 -1.08 -0.71
H 0.03 -0.01 0.14
H -1.74 -0.21 0.53
H 0.89 0.97 -1.10
H -1.05 -0.16 0.38
H -0.25 0.36 -0.99
H 0.47 0.35 1.17
H 0.42 -0.35 -0.17
H 0.76 -0.02 -0.02
H 0.87 -0.16 0.00
H 1.13 -0.46 -0.39
H 0.94 -0.20 -0.13
H -0.61 1.50 0.63

Computed properties:
Strongest force on any atom, eV Å⁻¹: 2.4
HOMO-LUMO gap, Eh: 0.33235
Energy above the lowest of the compared OMol25 structures with the same formula, charge and spin, kcal per mole: 22.9
Lowest unoccupied orbital energy, Eh: -0.0155
SMILES: BrCc1c(CBr)c(CBr)c(CBr)c(CBr)c1CBr
Net charge: 0


[3]
Density functional theory data (ωB97M-V/def2-TZVPD) for one molecule with the formula C12H12BrNO2.

Each line ends with the natural charge from an NBO analysis.
Positions of all 28 atoms, in Å:
O 0.4949 2.1728 -0.6088  -0.5990
Br -1.2086 -3.7890 -4.5923  0.1650
C -0.7045 -2.1472 -3.7774  -0.1295
C -0.4932 -1.0860 -3.1747  -0.0415
O 0.3962 0.0265 -1.4220  -0.5279
C 0.5719 0.9474 -0.4147  0.7960
C 0.5424 -0.8551 1.2579  -0.1302
C 1.0218 1.2704 2.0329  -0.0929
C 0.5350 -1.4480 2.5276  -0.2911
C 1.0173 0.7885 3.4226  -0.2930
C 0.8190 0.4211 0.9297  -0.2621
C 0.7503 -0.5585 3.6774  0.2045
N 0.9023 -1.0481 4.9714  -0.8042
C -0.1729 1.2299 -3.5129  -0.6121
C -1.9888 0.5596 -1.9732  -0.6378
C -0.5711 0.1983 -2.4689  0.1773
H 0.3647 -1.4967 0.3700  0.2289
H 1.5302 2.2314 1.7461  0.2357
H 0.2678 -2.5635 2.6587  0.2248
H 1.2569 1.4327 4.3220  0.2194
H 0.9623 -2.0657 5.0412  0.3863
H 1.1959 -0.5678 5.7730  0.3957
H -0.1774 2.2614 -3.1245  0.2409
H -1.0799 0.9719 -4.0756  0.2158
H 0.8329 1.0011 -4.0744  0.2295
H -2.0816 1.6657 -2.0982  0.2301
H -2.1531 0.3256 -0.8693  0.2348
H -2.8306 0.1213 -2.5438  0.2364

Forces on the atoms, in the same order (eV/Å):
O 0.00 -2.62 0.07
Br 0.77 1.99 0.93
C 0.03 1.39 0.97
C -1.59 -4.01 -1.69
O 0.31 0.11 2.07
C -0.24 3.06 -1.40
C -0.60 -4.22 -0.49
C 2.01 0.45 1.62
C -0.47 0.57 1.12
C -0.03 1.35 -2.08
C -0.41 1.46 1.70
C 0.84 -1.05 -0.78
N -1.01 -2.29 -1.87
C 0.89 -0.26 -0.75
C -0.54 0.71 1.33
C 1.19 0.23 0.03
H -0.05 0.06 0.85
H -1.23 -0.53 0.84
H 0.62 2.06 -0.18
H -0.22 -0.53 -1.53
H -0.10 0.77 0.09
H 0.37 1.09 0.55
H -0.08 -0.55 -0.19
H 0.60 1.22 -1.37
H -2.15 0.28 1.08
H -0.03 -0.79 0.36
H 0.35 0.13 -1.46
H 0.80 -0.07 0.16

Computed properties:
Strongest force on any atom, eV Å⁻¹: 4.6
HOMO-LUMO gap, Eh: 0.32585
Lowest unoccupied orbital energy, Eh: 0.0173
SMILES: CC(C)(C#CBr)OC(=O)c1ccc(N)cc1
Net charge: 0


[4]
Density functional theory data (ωB97M-V/def2-TZVPD) for one molecule with the formula C12H12ClF3N2O4.

Each line ends with the natural charge from an NBO analysis.
Positions of all 34 atoms, in Å:
C -3.2311 -2.4888 -1.1162  -0.2656
H -3.2767 -1.4530 -1.4633  0.1918
O -3.7948 -2.6423 0.1679  -0.5291
C -3.0731 -2.0389 1.2063  -0.0654
C -3.0401 -0.4968 1.1567  -0.2659
N -1.8269 0.0211 0.5632  -0.6305
C -1.8207 0.6905 -0.6022  0.7951
O -2.7788 0.8580 -1.3172  -0.6413
N -0.5586 1.1566 -1.0218  -0.6824
C 0.5532 1.5273 -0.2132  0.5850
O 1.0071 0.4611 0.5945  -0.4975
C 2.3122 0.2205 0.2184  0.3080
C 3.1806 -0.7281 0.6963  -0.2784
C 4.4557 -0.7279 0.1286  -0.0452
C 4.8260 0.1728 -0.8582  -0.2278
C 3.9292 1.1261 -1.3298  -0.2318
C 2.6738 1.1283 -0.7729  0.2224
O 1.6011 1.9515 -1.0415  -0.4551
H 4.2043 1.8326 -2.0934  0.2394
H 5.8239 0.1339 -1.2639  0.2352
Cl 5.5988 -1.8887 0.6828  0.0229
H 2.8999 -1.4270 1.4648  0.2434
C 0.2109 2.7257 0.7460  0.9242
F -0.3099 3.7494 0.0713  -0.3088
F -0.6623 2.3808 1.6966  -0.3151
F 1.3127 3.1625 1.3633  -0.3139
H -0.6084 1.6618 -1.8977  0.4287
H -0.9687 -0.1116 1.0735  0.4111
H -3.1269 -0.0972 2.1705  0.2001
H -3.8790 -0.1367 0.5578  0.2469
H -3.5834 -2.3616 2.1166  0.1924
H -2.0381 -2.4184 1.2263  0.1557
H -3.8238 -3.1148 -1.7803  0.1930
H -2.1880 -2.8290 -1.1298  0.1583

Forces on the atoms, in the same order (eV/Å):
C 0.01 0.02 -0.08
H 0.01 -0.03 0.00
O -0.12 -0.07 0.04
C -0.09 0.21 0.14
C -0.10 -0.31 -0.04
N 0.02 -0.19 0.32
C 0.73 0.03 0.05
O -0.53 0.13 -0.34
N 0.25 0.04 -0.27
C -0.72 0.55 0.33
O 0.27 -0.17 0.16
C 0.25 0.36 -0.46
C -0.22 0.18 -0.06
C -0.17 0.31 -0.21
C 0.06 -0.21 0.16
C -0.49 0.16 0.08
C -0.06 -0.49 0.46
O 0.14 0.04 -0.21
H 0.06 0.10 -0.12
H 0.09 -0.03 -0.01
Cl 0.24 -0.24 0.12
H -0.01 -0.11 0.10
C 0.25 0.09 0.15
F 0.00 -0.07 -0.26
F -0.08 -0.20 -0.04
F 0.20 -0.10 -0.04
H -0.04 -0.05 0.13
H -0.01 0.03 -0.16
H -0.06 -0.02 -0.04
H 0.03 -0.02 0.15
H 0.11 0.05 0.00
H -0.07 0.01 0.04
H 0.07 0.02 -0.06
H 0.01 -0.01 -0.01

Computed properties:
Strongest force on any atom, eV Å⁻¹: 1.0
HOMO-LUMO gap, Eh: 0.35383
Lowest unoccupied orbital energy, Eh: 0.0204
SMILES: COCCNC(=O)N[C@]1(C(F)(F)F)Oc2ccc(Cl)cc2O1
Net charge: 0


[5]
Density functional theory data (ωB97M-V/def2-TZVPD) for one molecule with the formula C12H12ClN2O3P.

Each line ends with the natural charge from an NBO analysis.
Positions of all 31 atoms, in Å:
C 3.4807 1.5762 0.4535  -0.7179
C 3.1396 0.1766 0.9593  0.8164
O 2.4344 0.0546 1.9318  -0.5907
O 3.7238 -0.8474 0.2730  -0.5198
C 2.9297 -2.0275 0.2198  -0.0724
C 2.0397 -2.0831 -1.0503  -0.4632
C 0.6746 -1.4590 -0.8174  0.1996
C -0.4651 -2.3132 -0.6823  0.0083
N -1.6774 -1.8934 -0.4451  -0.3461
C -1.7485 -0.5340 -0.3474  0.1433
C -3.0015 0.0686 -0.0840  -0.1806
C -3.1706 1.4130 0.0230  -0.4119
P -4.8094 2.1759 0.3859  1.1290
O -5.0881 1.7321 1.9435  -0.9657
Cl -6.0900 1.0854 -0.8847  -0.3444
C -2.0430 2.2715 -0.1691  -0.1922
C -0.8413 1.7088 -0.4201  -0.1828
C -0.6417 0.3080 -0.5144  0.1087
N 0.6209 -0.1512 -0.7541  -0.3733
H 3.6173 1.6150 -0.6312  0.2323
H 4.4484 1.8433 0.9102  0.2378
H 2.7501 2.2989 0.8209  0.2400
H 3.6348 -2.8644 0.1114  0.1951
H 2.3588 -2.2360 1.1309  0.2106
H 2.5902 -1.5791 -1.8542  0.2420
H 1.8938 -3.1330 -1.3408  0.2170
H -0.3128 -3.3900 -0.7843  0.1966
H -3.8747 -0.5757 0.0380  0.2314
H -4.4746 1.0482 2.2509  0.4978
H -2.1220 3.3551 -0.1039  0.2299
H 0.0237 2.3558 -0.5688  0.2251

Forces on the atoms, in the same order (eV/Å):
C 0.91 -0.55 0.08
C -0.44 1.43 0.57
O 0.30 -0.71 -0.63
O -0.96 0.59 0.17
C 0.31 -1.71 -0.60
C -0.24 0.12 0.50
C 1.09 -0.01 -0.51
C -0.04 -0.37 0.06
N 0.80 0.36 -0.09
C -0.69 0.15 0.08
C -0.62 -0.62 0.18
C -0.13 0.31 0.01
P 0.00 1.24 -0.10
O 0.38 -0.48 -0.64
Cl 0.40 -0.27 0.56
C -0.73 -0.14 0.25
C 1.02 0.36 -0.23
C 0.17 0.81 0.12
N -0.88 -0.76 0.06
H -0.19 -0.03 0.22
H -0.21 -0.03 -0.18
H -0.01 -0.32 -0.16
H 0.03 0.37 0.16
H 0.12 0.52 -0.07
H -0.29 -0.04 0.11
H 0.18 0.22 0.13
H -0.07 0.22 0.04
H 0.32 -0.06 -0.12
H -0.25 -0.09 0.02
H -0.18 -0.23 -0.01
H -0.08 -0.28 0.04

Computed properties:
Strongest force on any atom, eV Å⁻¹: 1.8
HOMO-LUMO gap, Eh: 0.31341
Energy above the lowest of the compared OMol25 structures with the same formula, charge and spin, kcal per mole: 0.0
Lowest unoccupied orbital energy, Eh: -0.0260
SMILES: CC(=O)OCCc1cnc2cc(P(O)Cl)ccc2n1
Net charge: 0


[6]
Density functional theory data (ωB97M-V/def2-TZVPD) for one molecule with the formula C12H12ClN3.

Each line ends with the natural charge from an NBO analysis.
Positions of all 28 atoms, in Å:
Cl -3.3699 -2.7652 4.3736  -0.0226
N 2.4474 -0.5882 -1.1285  -0.2315
C 1.7027 0.3856 -1.5719  0.1455
C 0.5427 -0.4057 0.2444  0.1223
C 0.4857 0.5663 -0.7441  -0.1395
C -0.7585 -1.9602 3.5459  -0.2117
C -2.6330 -1.1754 2.2534  -0.2280
C 0.1824 -1.6032 2.4858  -0.1852
C -1.7458 -0.6290 1.3089  -0.1949
C -2.1517 -1.9484 3.3040  -0.0054
C -0.3588 -0.8329 1.3701  -0.0469
N 1.7754 -1.0697 -0.0530  -0.3597
N -0.2692 2.1419 -2.3047  -0.5895
C -0.4154 1.6227 -0.9692  -0.2573
C 1.7797 0.9757 -2.8766  -0.4530
C 1.1228 2.3509 -2.6998  -0.2213
H -0.3056 -2.3294 4.3827  0.2215
H -3.7197 -1.1940 1.8857  0.2412
H 1.2189 -1.7168 2.5771  0.2128
H -2.0571 -0.2016 0.3585  0.2210
H 2.0400 -1.9886 0.4513  0.4091
H -0.5888 1.4233 -2.9350  0.3374
H -0.4609 2.3689 -0.1433  0.2047
H -1.3976 1.2330 -1.0378  0.2005
H 1.2828 0.3650 -3.5785  0.2142
H 2.9086 1.1177 -3.1374  0.2238
H 1.6445 2.8059 -1.8818  0.1878
H 1.0982 3.0515 -3.4797  0.2048

Forces on the atoms, in the same order (eV/Å):
Cl 1.39 0.77 -0.79
N -0.67 -0.97 0.85
C -2.58 -1.22 2.50
C 1.91 -0.46 -1.13
C 3.45 -2.74 0.94
C 0.35 0.38 -4.11
C -1.21 -0.58 -2.11
C -4.71 2.10 0.00
C 0.98 -0.49 -0.12
C 0.08 0.82 0.70
C 1.31 -1.40 0.96
N -1.00 -1.62 2.39
N 0.35 1.28 -0.41
C -2.12 1.59 -0.22
C 3.65 2.91 -0.71
C -0.56 -1.06 0.85
H 0.58 -1.29 2.26
H 1.60 0.11 1.26
H 1.25 -0.24 0.45
H -0.61 0.15 0.51
H -0.20 2.39 -1.59
H -0.56 -0.05 -0.14
H 0.34 -0.02 -0.75
H -1.39 -0.40 0.55
H -0.43 -0.64 -1.13
H -1.92 -0.44 0.01
H 0.27 0.59 0.54
H 0.44 0.54 -1.56

Computed properties:
Strongest force on any atom, eV Å⁻¹: 5.2
HOMO-LUMO gap, Eh: 0.32667
Energy above the lowest of the compared OMol25 structures with the same formula, charge and spin, kcal per mole: 41.5
Lowest unoccupied orbital energy, Eh: 0.0122
SMILES: Clc1ccc(-c2[nH]nc3c2CNCC3)cc1
Net charge: 0